(1)
123
Properties=species:S:1:pos:R:3:mulliken_charge:R:1 method="wB97M-V/def2-TZVPD" e_lumo_ev=0.38 smiles="CCOC(=O)C(F)(F)F.CCOC(=O)C(F)(F)F.CCOC(=O)C(F)(F)F.COCCOCCOC.COCCOCCOC.COCCOCCOC.CC#N.CC#N" orbital_gap_ev=9.78 homo_energy_ev=-9.396
C 8.8409 -14.7789 27.1725 -0.412
C 9.4397 -16.1011 27.6845 0.006
N 9.9215 -17.0628 27.9858 -0.459
H 9.4215 -14.2969 26.3860 0.617
H 8.7586 -14.1435 28.0544 -0.023
H 7.8290 -15.0261 26.8515 0.294
C 1.8344 -13.0274 27.3042 -0.336
C 2.8243 -14.0780 27.3498 0.375
N 3.6111 -14.9641 27.3163 -0.602
H 1.5111 -12.7791 28.3151 0.017
H 0.9813 -13.3492 26.7070 0.456
H 2.1992 -12.0844 26.8971 0.202
C -2.1095 -11.8459 27.1249 -0.908
O -0.8933 -11.5403 27.8659 -0.162
C -0.8139 -10.3143 28.5627 -0.817
C 0.5954 -10.1767 29.1892 -0.356
O 1.6175 -10.0423 28.1460 -0.336
C 2.8917 -9.5656 28.5348 -0.705
C 3.5539 -10.4124 29.6297 -0.529
O 3.8203 -11.6887 29.1720 0.208
C 4.6872 -12.3821 30.1026 -1.505
H -2.1334 -12.8130 26.6227 0.271
H -2.2471 -11.1689 26.2819 0.359
H -3.0058 -11.7730 27.7409 0.328
H -1.5330 -10.3116 29.3817 0.381
H -1.0565 -9.5065 27.8721 0.372
H 0.8222 -11.0701 29.7709 0.253
H 0.5915 -9.2669 29.7894 0.433
H 2.8093 -8.5364 28.8842 0.408
H 3.5784 -9.7014 27.6993 0.269
H 2.9231 -10.5787 30.5029 0.330
H 4.3830 -9.8240 30.0227 0.333
H 5.5478 -11.8077 30.4455 0.442
H 4.9566 -13.3327 29.6424 0.376
H 4.2338 -12.7029 31.0405 0.454
C 7.2485 -16.6307 30.2889 -0.553
O 6.1095 -16.5945 31.0629 -0.449
C 6.3820 -15.9677 32.3703 -0.755
C 6.8142 -14.4475 32.4037 -0.149
O 8.0933 -14.1611 31.6989 -0.051
C 8.7115 -12.9376 32.0232 -0.785
C 10.0471 -12.7859 31.3029 0.144
O 9.9164 -12.5296 29.9234 0.297
C 11.1091 -12.6638 29.1140 -1.099
H 7.4888 -15.7344 29.7171 0.014
H 7.2955 -17.3323 29.4560 0.359
H 8.0752 -16.9741 30.9108 0.376
H 7.2732 -16.5021 32.6995 0.395
H 5.5939 -16.2784 33.0562 0.392
H 6.8434 -14.1403 33.4491 0.488
H 5.9803 -13.8261 32.0773 -0.040
H 8.9118 -12.8390 33.0901 0.417
H 8.0497 -12.1686 31.6248 0.173
H 10.6144 -13.7133 31.2232 0.410
H 10.6340 -12.0503 31.8529 -0.536
H 11.7622 -11.8372 29.3938 0.233
H 11.0107 -12.6889 28.0287 0.212
H 11.5084 -13.6437 29.3757 0.501
C 11.7190 -10.0966 36.1870 -0.742
O 12.6558 -10.3028 35.1198 -0.344
C 12.4541 -11.4336 34.2084 -0.333
C 13.5334 -11.2949 33.0210 -0.803
O 13.1714 -10.2726 32.0639 -0.246
C 13.3922 -8.9395 32.4265 -0.375
C 12.8666 -7.9695 31.3011 -0.745
O 11.4678 -7.7870 31.1800 -0.392
C 10.6960 -8.9819 30.8809 -0.080
H 12.0989 -9.2562 36.7680 0.244
H 11.6137 -11.0190 36.7581 0.306
H 10.7054 -9.8706 35.8557 0.285
H 11.4106 -11.4374 33.8935 0.161
H 12.6102 -12.3337 34.8031 0.556
H 13.5826 -12.3419 32.7219 0.420
H 14.4933 -11.1072 33.5022 0.460
H 14.4480 -8.7352 32.6046 0.476
H 12.9489 -8.6222 33.3704 0.248
H 13.2524 -8.1088 30.2913 0.351
H 13.2687 -6.9935 31.5728 0.333
H 9.6423 -8.7436 31.0256 0.241
H 10.8885 -9.6730 31.7015 -0.092
H 10.9095 -9.4038 29.8988 0.172
C 4.3172 -9.8997 17.0097 -1.206
C 4.9901 -11.1322 17.6088 -0.152
O 4.8034 -11.0024 18.9943 -0.190
C 5.5686 -11.8814 19.7820 0.042
O 6.1845 -12.8867 19.4003 -0.521
C 5.3622 -11.5984 21.3011 1.193
F 6.4848 -11.7376 21.9466 -0.243
F 4.7962 -10.3695 21.4429 -0.268
F 4.5036 -12.5213 21.7493 -0.258
H 3.2424 -9.8779 17.1898 0.321
H 4.5435 -9.9263 15.9438 0.379
H 4.7210 -8.9575 17.3803 0.311
H 6.0322 -11.0357 17.3043 0.286
H 4.5223 -12.0912 17.3863 0.312
C 5.2593 -5.0555 33.1480 -1.060
C 5.9801 -6.3511 32.6665 -0.245
O 6.7247 -6.1945 31.4748 -0.289
C 6.0677 -6.5340 30.2474 0.366
O 5.0346 -7.1535 30.2181 -0.470
C 6.7077 -5.9160 28.9455 0.841
F 8.0522 -5.7317 29.1170 -0.236
F 6.4408 -6.6677 27.8815 -0.210
F 6.1331 -4.7471 28.6187 -0.267
H 4.7082 -4.4832 32.4017 0.319
H 6.0185 -4.3874 33.5547 0.306
H 4.6292 -5.3879 33.9730 0.344
H 5.2788 -7.1844 32.6227 0.266
H 6.7667 -6.5889 33.3825 0.326
C 4.8343 -12.2492 25.3637 -0.446
C 6.3807 -12.3118 25.2626 0.140
O 7.1852 -11.1707 25.7621 -0.424
C 7.2857 -10.9450 27.0807 0.339
O 6.6669 -11.5585 27.9420 -0.300
C 8.2948 -9.8735 27.5454 0.765
F 9.4085 -10.4467 28.0296 -0.292
F 8.6851 -9.1224 26.5437 -0.289
F 7.7778 -9.1062 28.5258 -0.145
H 4.4761 -11.8314 26.3046 -0.218
H 4.3449 -13.2173 25.2570 0.392
H 4.4719 -11.5905 24.5745 0.266
H 6.5759 -12.3238 24.1902 0.301
H 6.7075 -13.2784 25.6460 -0.214

(2)
123
Properties=species:S:1:pos:R:3:mulliken_charge:R:1 method="wB97M-V/def2-TZVPD" e_lumo_ev=0.28 smiles="CCOC(=O)C(F)(F)F.CCOC(=O)C(F)(F)F.CCOC(=O)C(F)(F)F.COCCOCCOC.COCCOCCOC.COCCOCCOC.CC#N.CC#N" orbital_gap_ev=9.56 homo_energy_ev=-9.276
C -3.0298 -5.6685 0.9245 -0.769
C -4.0796 -4.7113 0.6207 0.499
N -4.9274 -3.9959 0.3239 -0.494
H -3.5026 -6.6149 1.1770 0.362
H -2.4191 -5.2762 1.7365 0.219
H -2.4122 -5.7812 0.0335 0.252
C -3.1408 -1.2418 1.5221 -0.787
C -2.0662 -0.8532 0.6223 0.119
N -1.2438 -0.5618 -0.1208 0.120
H -3.0445 -0.6719 2.4459 0.115
H -3.0750 -2.3001 1.7558 -0.140
H -4.0843 -0.9869 1.0422 0.638
C -2.8486 2.2453 6.1779 -0.137
O -1.6374 2.6564 6.7532 -0.450
C -0.5443 2.8296 5.8535 -0.110
C -0.6744 4.0824 5.0133 -0.786
O -1.4509 3.8115 3.8665 0.002
C -1.6995 4.9451 3.0461 -0.526
C -2.8082 4.6192 2.0592 -0.581
O -2.4297 3.8153 0.9394 -0.444
C -1.8240 2.5913 1.2212 -0.369
H -3.1395 2.8061 5.2833 0.088
H -3.6090 2.3810 6.9451 0.330
H -2.8101 1.1926 5.8593 -0.124
H -0.4923 1.9118 5.2603 0.015
H 0.3252 2.8653 6.5070 0.342
H 0.3136 4.4989 4.7973 0.456
H -1.2100 4.8070 5.6373 0.371
H -0.7892 5.2601 2.5235 0.215
H -1.9780 5.7741 3.7070 0.515
H -3.2712 5.5496 1.7383 0.323
H -3.5948 4.0152 2.5293 0.324
H -0.9186 2.6445 1.8267 0.146
H -1.4975 2.1134 0.2942 0.070
H -2.5523 1.8945 1.6687 0.268
C 3.3837 5.9100 0.4403 -0.679
O 3.2511 5.5264 -0.9147 -0.315
C 4.4729 5.1265 -1.4656 -0.551
C 4.2219 4.3561 -2.7304 -0.746
O 3.6357 3.1033 -2.4357 0.057
C 3.3689 2.3175 -3.5710 -0.985
C 2.7476 0.9986 -3.1294 0.606
O 1.4740 1.1177 -2.5685 -0.080
C 1.4357 1.6766 -1.2729 -0.287
H 4.0568 6.7579 0.6030 0.317
H 3.7236 5.0311 0.9916 0.276
H 2.4184 6.2572 0.8031 0.214
H 5.0474 4.4720 -0.7972 0.323
H 5.1050 5.9798 -1.7441 0.376
H 5.0933 4.2148 -3.3838 0.381
H 3.4779 4.8895 -3.3484 0.349
H 4.2617 2.2119 -4.2012 0.460
H 2.6198 2.8477 -4.1819 0.353
H 3.4274 0.4538 -2.4628 -0.504
H 2.6931 0.3670 -4.0207 0.125
H 1.1572 2.7342 -1.2448 0.499
H 2.3886 1.6093 -0.7390 0.308
H 0.6901 1.0715 -0.7480 -0.426
C -1.9019 -4.4575 -3.9301 -0.415
O -3.1377 -3.8100 -3.7256 -0.478
C -3.0717 -2.8210 -2.7118 -0.007
C -2.7915 -1.4405 -3.2621 -0.637
O -1.6293 -1.4477 -4.0647 -0.162
C -1.1656 -0.1484 -4.3695 -0.276
C -0.0585 -0.2716 -5.4217 0.338
O -0.5838 -0.8111 -6.6198 -0.396
C -1.0847 0.1803 -7.4854 -0.714
H -1.6288 -5.0568 -3.0514 0.175
H -1.0874 -3.7753 -4.1786 0.101
H -2.0218 -5.1634 -4.7511 0.349
H -2.3229 -3.1046 -1.9634 -0.054
H -4.0648 -2.8146 -2.2602 0.387
H -2.7383 -0.7072 -2.4483 0.206
H -3.6415 -1.1157 -3.8765 0.420
H -0.6877 0.2743 -3.4770 -0.078
H -1.9820 0.5250 -4.6428 0.497
H 0.7158 -0.9386 -5.0448 -0.734
H 0.4201 0.6958 -5.6032 0.467
H -2.0376 0.5675 -7.1218 0.266
H -1.2787 -0.2955 -8.4494 0.304
H -0.3528 0.9538 -7.7340 0.295
C 1.0773 -3.3071 -0.8950 -1.345
C 1.0570 -2.3215 -2.0512 2.238
O 1.6399 -2.7294 -3.2780 -0.137
C 2.9330 -2.6778 -3.4737 0.380
O 3.7593 -2.3708 -2.6654 -0.505
C 3.2671 -3.0080 -4.9365 0.832
F 2.1983 -3.2705 -5.6646 -0.213
F 3.9938 -2.0537 -5.5008 -0.254
F 4.0269 -4.1239 -4.9365 -0.287
H 0.7883 -4.3155 -1.2122 0.355
H 0.2258 -3.0619 -0.2526 0.315
H 1.9624 -3.3600 -0.2646 0.215
H 1.4251 -1.3704 -1.6591 -0.650
H 0.0036 -2.1019 -2.2139 -0.953
C 5.6945 -0.4637 -0.0581 -0.982
C 4.7422 -1.2929 0.7948 -0.104
O 3.7144 -0.3890 1.2088 -0.088
C 2.8840 -0.7355 2.1616 0.064
O 2.8520 -1.7877 2.7237 -0.594
C 1.8067 0.3516 2.4117 0.985
F 0.6814 -0.1115 1.8698 -0.095
F 1.6610 0.5322 3.7223 -0.247
F 2.1061 1.5078 1.8364 -0.192
H 6.5723 -1.0105 -0.3911 0.423
H 6.0074 0.4240 0.4974 0.373
H 5.1690 -0.0363 -0.9140 -0.005
H 5.2494 -1.6601 1.6877 0.386
H 4.3762 -2.1376 0.2120 0.131
C -0.8173 -1.5839 4.4905 -0.675
C -1.7680 -2.3104 5.4070 -0.626
O -2.9566 -2.6770 4.6866 -0.086
C -3.8607 -3.4005 5.3216 0.176
O -3.7944 -3.8007 6.4429 -0.512
C -5.1014 -3.6881 4.4337 0.915
F -5.0084 -4.9115 3.8851 -0.248
F -6.2017 -3.6521 5.2037 -0.262
F -5.2262 -2.7638 3.4654 -0.210
H -1.3399 -0.7729 3.9709 -0.115
H -0.3948 -2.1678 3.6687 0.360
H 0.0351 -1.1735 5.0284 0.491
H -2.0425 -1.6862 6.2542 0.375
H -1.2506 -3.2238 5.7062 0.375

Most stable structure: (2)

(1)
19
Properties=species:S:1:pos:R:3:mulliken_charge:R:1 method="wB97M-V/def2-TZVPD" e_lumo_ev=1.05 smiles="C=CN.CCC" orbital_gap_ev=9.77 homo_energy_ev=-8.721
C 1.7066 1.1858 -0.1993 -1.364
C 1.5838 0.0154 0.7898 0.506
C 2.3235 -1.2308 0.2941 -1.128
H 1.5627 0.8237 -1.2213 0.345
H 0.8691 1.8651 -0.0482 0.347
H 2.6344 1.7533 -0.1511 0.368
H 1.8935 0.3643 1.7731 0.357
H 0.5167 -0.1997 0.7985 -0.391
H 1.6297 -1.9711 -0.0960 0.316
H 2.8920 -1.7358 1.0770 0.304
H 3.0202 -0.9656 -0.5012 0.310
C -2.0318 -0.3046 0.9339 -0.785
C -1.8679 -0.3624 -0.3803 0.028
N -2.2814 0.6020 -1.3273 -0.578
H -2.3739 0.6178 1.3924 0.252
H -1.5279 -1.0604 1.5188 0.354
H -1.3990 -1.2446 -0.8081 0.258
H -3.1953 0.9577 -1.0603 0.238
H -2.4514 0.1451 -2.2195 0.265

(2)
19
Properties=species:S:1:pos:R:3:mulliken_charge:R:1 method="wB97M-V/def2-TZVPD" e_lumo_ev=1.16 smiles=CCNC(C)C orbital_gap_ev=9.65 homo_energy_ev=-8.489
C -2.5439 0.0606 -0.6523 -1.076
C -1.1553 -0.4602 -0.9258 -0.419
N -0.1686 0.5595 -0.4336 -0.353
C 1.4530 -1.2143 0.2055 -1.238
C 0.7283 0.0713 0.6341 0.670
C 1.6835 1.0637 1.1945 -1.492
H -2.4074 0.8533 0.0192 0.366
H -2.9773 0.4319 -1.6616 0.212
H -3.3128 -0.5765 -0.1670 0.292
H -0.9300 -0.6535 -2.0480 0.430
H -1.0816 -1.4309 -0.5217 0.240
H 0.2470 1.1523 -1.1362 0.234
H 1.8841 -1.7630 1.0079 0.410
H 2.3835 -1.0814 -0.3652 0.310
H 0.6444 -1.8262 -0.3136 0.273
H 0.0543 -0.1957 1.5776 0.050
H 2.5310 0.6269 1.6133 0.403
H 1.1399 1.7527 1.9108 0.317
H 2.0124 1.6662 0.3843 0.370

(3)
19
Properties=species:S:1:pos:R:3:mulliken_charge:R:1 method="wB97M-V/def2-TZVPD" e_lumo_ev=1.14 smiles="C=CC.CCN" orbital_gap_ev=10.09 homo_energy_ev=-8.956
C 1.7807 1.1311 -0.1261 -1.150
C 0.6470 2.0071 -0.1771 -0.040
C -0.1810 2.3442 0.8245 -0.716
H 2.7100 1.6991 -0.1545 0.346
H 1.8946 0.3619 0.6599 0.390
H 1.8847 0.4190 -0.9407 0.302
H 0.5654 2.3755 -1.1637 0.289
H -0.8560 3.1155 0.7155 0.267
H -0.1971 1.8986 1.7586 0.367
C -0.1689 -1.9396 -1.2214 -1.075
C -1.2879 -2.0418 -0.0834 -0.207
N -0.8312 -1.0463 0.8937 -0.527
H 0.7363 -1.6964 -0.7313 0.240
H 0.1516 -2.8331 -1.7090 0.408
H -0.4095 -1.0069 -1.7623 0.271
H -2.2315 -1.8453 -0.5822 0.214
H -1.2080 -3.1437 0.2502 0.282
H -0.4076 -0.1730 0.5411 0.121
H -1.5535 -0.8519 1.5637 0.217

(4)
19
Properties=species:S:1:pos:R:3:mulliken_charge:R:1 method="wB97M-V/def2-TZVPD" e_lumo_ev=0.40 orbital_gap_ev=7.41 homo_energy_ev=-7.007
C -0.9328 0.5811 0.7922 -0.848
C 0.2091 -0.2075 0.9931 0.507
C 0.2228 -1.5816 0.3485 -1.406
C 0.6603 0.9369 -0.0608 -0.600
C 2.1824 0.7084 -0.2733 -1.246
N -2.1965 -0.3179 -1.3634 -0.904
H -1.7477 0.2240 -0.2560 0.447
H -1.1673 1.3277 1.5334 0.309
H 0.7719 -0.1540 1.9285 0.424
H -0.3064 -1.5487 -0.6030 0.448
H -0.2933 -2.2694 1.0209 0.356
H 1.2252 -1.9430 0.2200 0.387
H 0.2606 0.7577 -1.0419 0.340
H 0.5929 1.9926 0.2121 0.417
H 2.3400 -0.2801 -0.6782 0.346
H 2.7305 0.8131 0.6483 0.352
H 2.5239 1.4409 -0.9909 0.384
H -2.7877 -1.0676 -1.0078 0.169
H -2.8259 0.2205 -1.9602 0.118

Most stable structure: (1)